Record 1
Molecular formula: C19H42NO3P3Ru
Method: DFT, ωB97M-V/def2-TZVPD

The LUMO energy (spin up / spin down) comes out at -0.443 / -0.507 hartree. As for the total charge: +4. As for the multiplicity: 5. The orbital gap (spin up / spin down) is 7.293 / 6.046 eV. As for the energy above the lowest of the compared OMol25 structures with the same formula, charge and spin: 0.000 eV. Its molar mass is 526.5 g mol⁻¹.

Atoms and positions in Å:
1 Ru -0.30 0.78 -0.22
2 P 1.27 -0.08 1.42
3 P 1.68 2.47 -0.55
4 P -1.12 -1.48 -0.66
5 H -1.02 3.25 -0.99
6 C -0.74 2.26 -1.43
7 C -1.69 1.20 -1.77
8 H -2.63 1.03 -1.18
9 C 2.31 -1.26 0.45
10 C 2.49 0.89 2.43
11 C 0.55 -1.09 2.78
12 C 1.64 3.60 -2.05
13 C 1.58 3.75 0.74
14 C 3.35 1.71 -0.88
15 C -2.78 -1.70 -1.39
16 C -1.11 -2.75 0.61
17 C -0.03 -2.39 -1.89
18 H 0.01 2.22 -2.23
19 H -1.86 1.13 -2.91
20 H 3.30 -1.35 0.90
21 H 2.41 -0.90 -0.59
22 H 1.82 -2.24 0.39
23 H 3.07 0.21 3.06
24 H 1.92 1.59 3.07
25 H 3.17 1.48 1.80
26 H 0.62 -2.16 2.56
27 H -0.51 -0.81 2.90
28 H 1.08 -0.87 3.72
29 H 2.48 4.31 -2.05
30 H 0.72 4.20 -2.05
31 H 1.72 3.00 -2.97
32 H 2.00 4.69 0.35
33 H 2.14 3.43 1.62
34 H 0.52 3.91 1.00
35 H 4.05 2.52 -1.11
36 H 3.26 1.07 -1.78
37 H 3.71 1.12 -0.02
38 H -3.16 -2.70 -1.22
39 H -2.77 -1.55 -2.47
40 H -3.49 -1.03 -0.91
41 H -1.65 -3.63 0.29
42 H -1.58 -2.38 1.52
43 H -0.12 -3.11 0.83
44 H -0.68 -2.98 -2.56
45 H 0.68 -3.10 -1.44
46 H 0.58 -1.63 -2.41
47 C -1.22 -1.10 -5.96
48 C -0.15 -1.44 -6.81
49 C -0.60 -2.27 -7.82
50 C -1.99 -2.23 -8.09
51 C -2.93 -1.40 -7.45
52 C -2.44 -0.56 -6.46
53 O -1.23 -1.37 -4.64
54 H -0.62 -2.06 -4.36
55 H 0.91 -1.11 -6.72
56 H 0.08 -2.90 -8.43
57 H -2.43 -2.90 -8.83
58 H -4.05 -1.40 -7.58
59 H -2.95 0.32 -6.01
60 N -3.63 1.32 3.50
61 C -3.61 2.58 2.69
62 C -2.51 2.47 1.61
63 O -2.13 3.42 0.95
64 O -2.06 1.23 1.53
65 H -3.87 0.52 2.91
66 H -4.37 1.40 4.24
67 H -2.74 1.18 3.98
68 H -4.59 2.77 2.25
69 H -3.46 3.43 3.34

---

Record 2
Molecular formula: C19H43Cl2CrF3O3P2S
Method: DFT, ωB97M-V/def2-TZVPD

The LUMO energy (spin up / spin down) comes out at 0.095 / 0.095 hartree. As for the total charge: -1. As for the multiplicity: 4. The orbital gap (spin up / spin down) is 7.466 / 7.478 eV. Its molar mass is 593.5 g mol⁻¹.

Atoms and positions in Å:
1 Cr -0.24 -0.40 -0.15
2 Cl 0.50 -0.05 -2.27
3 P -0.68 -2.71 -0.43
4 C 0.63 -3.50 -1.46
5 C -0.88 -3.69 1.14
6 C -2.24 -2.67 -1.43
7 C 2.03 -2.92 -1.24
8 H 0.31 -3.23 -2.49
9 C 0.68 -5.03 -1.32
10 H 1.09 -5.31 -0.34
11 H 1.36 -5.41 -2.09
12 H -0.30 -5.50 -1.47
13 H 2.06 -1.85 -1.50
14 H 2.74 -3.44 -1.90
15 H 2.39 -3.04 -0.21
16 H -1.88 -2.10 -2.30
17 C -3.38 -1.88 -0.77
18 C -2.68 -4.07 -1.89
19 H -1.98 -4.51 -2.61
20 H -3.65 -3.97 -2.39
21 H -2.81 -4.76 -1.04
22 H -3.04 -1.22 0.05
23 H -4.17 -2.54 -0.38
24 H -3.83 -1.22 -1.53
25 C 0.30 -3.34 2.05
26 H -0.83 -4.75 0.83
27 C -2.18 -3.41 1.88
28 H 1.27 -3.66 1.66
29 H 0.18 -3.80 3.04
30 H 0.33 -2.25 2.19
31 H -2.22 -2.34 2.15
32 H -2.18 -3.98 2.82
33 H -3.08 -3.68 1.32
34 Cl -1.35 -0.01 1.80
35 H -1.53 -0.01 -0.82
36 P 0.13 2.87 -0.48
37 C -0.84 3.56 -1.90
38 C -0.28 3.83 1.04
39 C 1.91 3.07 -0.94
40 C -2.13 2.75 -2.06
41 H -0.18 3.35 -2.76
42 C -1.07 5.07 -1.85
43 H -1.75 5.36 -1.04
44 H -1.53 5.37 -2.81
45 H -0.15 5.64 -1.73
46 H -1.90 1.72 -2.34
47 H -2.75 3.21 -2.85
48 H -2.72 2.71 -1.13
49 H 1.93 2.50 -1.89
50 C 2.83 2.34 0.04
51 C 2.35 4.50 -1.18
52 H 1.91 4.92 -2.09
53 H 3.44 4.50 -1.28
54 H 2.09 5.16 -0.35
55 H 2.30 1.58 0.63
56 H 3.33 3.03 0.74
57 H 3.59 1.78 -0.52
58 C -1.76 3.67 1.36
59 H -0.02 4.87 0.78
60 C 0.54 3.32 2.22
61 H -2.43 4.04 0.58
62 H -1.98 4.23 2.28
63 H -2.00 2.61 1.56
64 H 0.39 2.24 2.38
65 H 0.20 3.82 3.14
66 H 1.62 3.49 2.11
67 F 4.05 -0.68 4.25
68 C 2.95 -0.38 3.52
69 F 1.88 -0.99 4.09
70 F 2.74 0.97 3.59
71 S 3.13 -0.89 1.73
72 O 4.33 -0.20 1.30
73 O 3.17 -2.35 1.76
74 O 1.88 -0.34 1.16

---

Record 3
Molecular formula: C19H43FN11O10
Method: DFT, ωB97M-V/def2-TZVPD

The LUMO energy comes out at 0.074 hartree. As for the total charge: -1. As for the multiplicity: 1. The orbital gap is 6.045 eV. Its molar mass is 604.6 g mol⁻¹.

Atoms and positions in Å:
1 C 0.98 -3.13 1.00
2 C 1.88 -1.93 1.06
3 O 1.62 -0.97 1.74
4 O 2.99 -1.98 0.28
5 C 2.94 -1.03 -0.82
6 C 2.11 -1.59 -1.96
7 C 1.55 -0.48 -2.90
8 C 0.10 -0.14 -2.54
9 C 0.00 0.74 -1.30
10 C -1.42 1.22 -0.91
11 C -2.61 0.62 -1.67
12 C -3.32 -0.53 -0.92
13 N -2.61 -1.81 -0.99
14 C -3.28 -2.83 -1.78
15 C -2.49 -4.14 -1.64
16 C -1.10 -4.06 -2.17
17 O -0.67 -3.46 -3.09
18 F -0.23 -4.87 -1.47
19 C -4.72 -3.15 -1.28
20 O -5.65 -2.84 -2.05
21 O -4.79 -3.70 -0.15
22 H 0.65 -3.44 1.99
23 H 1.47 -3.95 0.48
24 H 0.12 -2.85 0.38
25 H 2.57 -0.08 -0.44
26 H 3.96 -0.87 -1.15
27 H 1.24 -2.13 -1.60
28 H 2.69 -2.29 -2.56
29 H 1.61 -0.85 -3.93
30 H 2.16 0.42 -2.82
31 H -0.50 -1.04 -2.41
32 H -0.35 0.40 -3.38
33 H 0.46 0.22 -0.46
34 H 0.64 1.61 -1.47
35 H -1.44 2.30 -0.97
36 H -1.56 0.99 0.15
37 H -3.37 1.40 -1.75
38 H -2.40 0.31 -2.69
39 H -4.34 -0.61 -1.32
40 H -3.37 -0.23 0.13
41 H -2.36 -2.16 -0.08
42 H -3.28 -2.57 -2.84
43 H -3.01 -4.93 -2.19
44 H -2.53 -4.43 -0.59
45 C 4.31 0.73 4.62
46 O 3.90 1.75 5.13
47 N 3.59 0.01 3.71
48 N 5.55 0.22 4.91
49 H 3.92 -0.84 3.29
50 H 2.68 0.34 3.46
51 H 6.11 0.72 5.57
52 H 5.91 -0.62 4.49
53 C 6.01 1.30 -1.42
54 O 5.89 0.31 -0.72
55 N 5.74 1.30 -2.76
56 N 6.42 2.51 -0.91
57 H 5.83 2.11 -3.34
58 H 5.43 0.44 -3.16
59 H 6.60 2.55 0.08
60 H 6.51 3.34 -1.46
61 C 0.14 2.65 2.30
62 O 0.25 3.01 1.14
63 N -0.91 3.00 3.09
64 N 1.09 1.87 2.91
65 H -1.01 2.71 4.05
66 H -1.62 3.58 2.68
67 H 1.86 1.58 2.33
68 H 1.04 1.59 3.87
69 C -2.47 2.34 6.89
70 O -1.65 2.82 6.13
71 N -2.46 1.02 7.25
72 N -3.47 3.09 7.45
73 H -3.13 0.61 7.87
74 H -1.74 0.44 6.85
75 H -3.51 4.06 7.21
76 H -4.15 2.71 8.08
77 C -3.96 1.28 -5.59
78 O -3.59 0.90 -4.50
79 N -3.67 0.61 -6.75
80 N -4.71 2.42 -5.75
81 H -3.97 0.91 -7.65
82 H -3.13 -0.23 -6.66
83 H -4.95 2.94 -4.93
84 H -5.03 2.75 -6.65

---

Record 4
Molecular formula: C19H43N2O2P3Tb
Method: DFT, ωB97M-V/def2-TZVPD

The LUMO energy (spin up / spin down) comes out at -0.350 / -0.334 hartree. As for the total charge: +3. As for the multiplicity: 7. The orbital gap (spin up / spin down) is 7.729 / 8.162 eV. As for the energy above the lowest of the compared OMol25 structures with the same formula, charge and spin: 0.320 eV. Its molar mass is 583.4 g mol⁻¹.

Atoms and positions in Å:
1 Tb 0.18 0.07 0.32
2 P 0.80 2.60 0.71
3 P -2.34 1.29 -1.04
4 P 1.87 -2.02 1.26
5 H -1.81 -1.87 -3.37
6 C -1.47 -2.67 -2.70
7 C -2.31 -3.31 -1.87
8 H -3.37 -3.07 -1.85
9 C 1.57 3.68 -0.50
10 C -0.57 3.48 1.54
11 C 2.04 2.41 2.04
12 C -3.68 0.29 -1.80
13 C -3.37 1.97 0.31
14 C -2.38 2.72 -2.21
15 C 1.12 -3.67 0.93
16 C 1.69 -2.13 3.08
17 C 3.67 -2.33 1.00
18 H -0.39 -2.83 -2.67
19 H -1.91 -3.92 -1.05
20 H 2.54 4.00 -0.11
21 H 0.95 4.55 -0.71
22 H 1.73 3.18 -1.45
23 H -0.18 4.36 2.06
24 H -1.06 2.82 2.28
25 H -1.32 3.81 0.81
26 H 2.60 3.35 2.08
27 H 2.74 1.59 1.81
28 H 1.55 2.21 3.00
29 H -4.22 0.92 -2.51
30 H -4.38 -0.05 -1.03
31 H -3.28 -0.59 -2.32
32 H -4.07 2.71 -0.12
33 H -2.77 2.46 1.08
34 H -3.96 1.17 0.78
35 H -3.44 2.96 -2.41
36 H -1.89 2.45 -3.15
37 H -1.88 3.60 -1.80
38 H 1.90 -4.45 0.84
39 H 0.55 -3.65 -0.01
40 H 0.42 -3.96 1.74
41 H 2.35 -2.89 3.52
42 H 0.66 -2.40 3.35
43 H 1.92 -1.17 3.56
44 H 4.00 -3.27 1.48
45 H 4.27 -1.52 1.44
46 H 3.94 -2.35 -0.06
47 C 2.09 0.07 -2.36
48 C 2.68 1.26 -2.78
49 C 3.96 1.21 -3.32
50 C 4.57 -0.04 -3.50
51 C 3.93 -1.23 -3.10
52 C 2.68 -1.17 -2.47
53 O 0.77 0.10 -1.80
54 H 0.48 1.04 -1.81
55 H 2.12 2.19 -2.68
56 H 4.47 2.14 -3.59
57 H 5.53 -0.06 -4.01
58 H 4.38 -2.20 -3.31
59 H 2.20 -2.03 -2.00
60 C -3.89 -1.81 1.92
61 N -3.05 -1.23 2.98
62 C -1.84 -0.72 2.76
63 N -1.20 -0.17 3.83
64 O -1.34 -0.73 1.57
65 H -3.39 -1.80 0.93
66 H -4.82 -1.22 1.83
67 H -4.12 -2.86 2.17
68 H -3.38 -1.20 3.95
69 H -0.24 0.16 3.75
70 H -1.63 -0.23 4.75

---

Record 5
Molecular formula: C19H43N2OP3PbSe
Method: DFT, ωB97M-V/def2-TZVPD

The LUMO energy (spin up / spin down) comes out at -0.539 / -0.552 hartree. As for the total charge: +4. As for the multiplicity: 1. The orbital gap (spin up / spin down) is 4.737 / 4.324 eV. As for the energy above the lowest of the compared OMol25 structures with the same formula, charge and spin: 2.751 eV. Its molar mass is 694.6 g mol⁻¹.

Atoms and positions in Å:
1 Pb -0.12 -1.73 0.01
2 P 0.38 1.83 2.05
3 P -2.31 0.50 0.42
4 P 2.49 0.03 0.41
5 H -1.37 -3.39 -5.65
6 C -0.56 -3.94 -5.12
7 C -0.52 -4.11 -3.78
8 H -1.32 -3.71 -3.15
9 C 0.50 3.52 1.32
10 C -0.96 2.16 3.29
11 C 1.78 1.98 3.24
12 C -3.27 -0.25 -0.97
13 C -3.61 0.28 1.71
14 C -2.77 2.24 0.04
15 C 2.97 -1.01 -1.05
16 C 3.61 -0.67 1.68
17 C 3.54 1.50 0.05
18 H 0.15 -4.42 -5.81
19 H 0.25 -4.74 -3.31
20 H 0.63 4.27 2.11
21 H -0.41 3.72 0.74
22 H 1.33 3.59 0.61
23 H -0.65 2.97 3.98
24 H -1.12 1.25 3.88
25 H -1.91 2.43 2.82
26 H 1.65 2.94 3.77
27 H 2.75 1.97 2.73
28 H 1.76 1.17 3.98
29 H -4.28 0.17 -0.97
30 H -3.33 -1.34 -0.80
31 H -2.78 -0.05 -1.93
32 H -4.50 0.84 1.38
33 H -3.28 0.66 2.68
34 H -3.83 -0.79 1.78
35 H -3.85 2.17 -0.11
36 H -2.28 2.54 -0.89
37 H -2.51 2.94 0.84
38 H 4.05 -0.93 -1.17
39 H 2.49 -0.71 -1.98
40 H 2.71 -2.07 -0.88
41 H 4.59 -0.77 1.21
42 H 3.22 -1.64 2.01
43 H 3.70 0.01 2.54
44 H 4.57 1.18 -0.17
45 H 3.55 2.19 0.89
46 H 3.06 2.00 -0.82
47 C 0.12 1.06 -3.75
48 C -0.49 -0.20 -3.97
49 C -0.39 -0.79 -5.23
50 C 0.38 -0.21 -6.25
51 C 1.02 1.01 -6.00
52 C 0.86 1.64 -4.78
53 Se 0.11 2.33 -2.27
54 H 1.62 2.35 -2.33
55 H -1.08 -0.71 -3.19
56 H -0.89 -1.73 -5.41
57 H 0.50 -0.70 -7.21
58 H 1.63 1.50 -6.75
59 H 1.31 2.63 -4.59
60 C -2.39 -2.92 4.32
61 N -1.11 -2.33 4.68
62 C -0.11 -1.92 3.85
63 N 0.99 -1.48 4.55
64 O -0.16 -1.93 2.60
65 H -2.78 -2.55 3.37
66 H -3.08 -2.66 5.14
67 H -2.30 -4.02 4.37
68 H -0.82 -2.39 5.63
69 H 1.81 -1.21 4.07
70 H 1.07 -1.55 5.56

---

Record 6
Molecular formula: C19H43N7O2P2Pt
Method: DFT, ωB97M-V/def2-TZVPD

The LUMO energy (spin up / spin down) comes out at -0.179 / -0.229 hartree. As for the total charge: +2. As for the multiplicity: 3. The orbital gap (spin up / spin down) is 6.821 / 7.294 eV. As for the energy above the lowest of the compared OMol25 structures with the same formula, charge and spin: 0.073 eV. Its molar mass is 658.6 g mol⁻¹.

Atoms and positions in Å:
1 Pt 1.34 0.28 -0.55
2 N -0.24 0.66 -2.39
3 C -0.45 -0.59 -3.16
4 C -1.63 -0.51 -4.16
5 C -3.02 -1.15 -3.93
6 C -3.77 -0.91 -2.62
7 N -3.95 0.52 -2.32
8 C -4.32 0.97 -1.13
9 N -4.37 0.14 -0.08
10 N -4.59 2.27 -0.95
11 C -0.34 -1.76 -2.14
12 O -1.18 -2.64 -2.04
13 O 0.75 -1.70 -1.45
14 H -1.11 0.96 -1.97
15 H 0.08 1.40 -2.99
16 H 0.45 -0.71 -3.76
17 H -1.28 -0.97 -5.08
18 H -1.78 0.55 -4.40
19 H -2.93 -2.23 -4.02
20 H -3.66 -0.81 -4.75
21 H -3.20 -1.39 -1.83
22 H -4.75 -1.38 -2.69
23 H -4.04 1.13 -3.11
24 H -4.10 -0.82 -0.18
25 H -4.62 0.48 0.83
26 H -4.70 2.88 -1.74
27 H -5.01 2.58 -0.09
28 C 3.54 -1.83 1.87
29 P 3.32 -0.53 0.61
30 C 4.64 -0.91 -0.59
31 C 3.94 0.99 1.44
32 C 4.04 2.15 0.45
33 P 2.48 2.40 -0.52
34 C 1.78 3.92 0.22
35 C 3.14 3.03 -2.11
36 H 4.58 -1.86 2.20
37 H 3.27 -2.79 1.44
38 H 2.89 -1.64 2.73
39 H 5.62 -0.81 -0.13
40 H 4.57 -0.24 -1.45
41 H 4.51 -1.93 -0.95
42 H 4.91 0.79 1.90
43 H 3.24 1.24 2.24
44 H 4.85 1.97 -0.26
45 H 4.27 3.08 0.97
46 H 2.47 4.75 0.06
47 H 1.62 3.78 1.29
48 H 0.83 4.16 -0.26
49 H 3.84 3.83 -1.90
50 H 2.33 3.42 -2.73
51 H 3.65 2.24 -2.66
52 C -0.57 -3.47 3.16
53 C -0.32 -3.53 1.66
54 N -0.04 -2.20 1.14
55 C -0.45 -1.05 1.69
56 N -0.23 0.09 1.03
57 C -0.56 1.36 1.69
58 C -0.56 1.24 3.20
59 C -1.49 0.12 3.59
60 N -1.12 -1.09 2.87
61 C -1.59 -2.37 3.42
62 H 0.36 -3.25 3.69
63 H -0.95 -4.42 3.52
64 H -1.19 -3.95 1.15
65 H 0.53 -4.17 1.44
66 H 0.32 -2.16 0.18
67 H -1.54 1.71 1.34
68 H 0.17 2.10 1.37
69 H -0.87 2.18 3.66
70 H 0.45 1.00 3.55
71 H -2.53 0.39 3.38
72 H -1.43 -0.09 4.66
73 H -2.55 -2.65 2.97
74 H -1.74 -2.24 4.48